[1]
Computed, not measured: a 7-piece molecular cluster, C19H37Br3O6 overall, with ωB97M-V/def2-TZVPD.

Last column: Mulliken spin population.
Positions of all 65 atoms, in Å:
C  3.852  -0.617  0.126  0.09
C  3.871  -0.232  -1.294  -0.01
O  4.430  -0.900  -2.167  0.82
C  3.447  1.159  -1.665  0.09
H  3.298  0.151  0.666  0.00
H  4.834  -0.528  0.591  -0.01
H  3.567  -1.660  0.271  0.00
H  2.510  1.363  -1.146  0.01
H  3.449  1.352  -2.738  0.00
H  4.160  1.871  -1.248  0.00
C  0.986  0.412  -6.677  0.00
C  0.345  0.647  -5.361  0.00
O  -0.742  1.097  -5.158  0.00
C  1.115  0.156  -4.165  0.00
H  2.054  0.276  -6.508  0.00
H  0.728  1.174  -7.412  0.00
H  0.674  -0.491  -7.204  0.00
H  0.808  -0.884  -4.052  0.00
H  0.938  0.746  -3.266  0.00
H  2.184  0.240  -4.360  0.00
C  1.446  3.187  2.454  0.00
C  1.570  3.802  3.749  0.00
O  2.501  3.626  4.437  0.00
C  0.407  4.768  4.166  0.00
H  0.522  3.404  1.919  0.00
H  1.644  2.120  2.560  0.00
H  2.153  3.490  1.682  0.00
H  0.641  5.816  3.975  0.00
H  0.096  4.803  5.210  0.00
H  -0.493  4.431  3.653  0.00
C  -3.495  3.639  2.641  0.00
C  -4.588  3.611  1.608  0.00
O  -4.953  4.734  1.104  0.00
C  -5.072  2.316  1.069  0.00
H  -3.786  2.925  3.412  0.00
H  -3.523  4.561  3.220  0.00
H  -2.523  3.503  2.168  0.00
H  -4.614  1.469  1.581  0.00
H  -4.747  2.469  0.040  0.00
H  -6.143  2.141  1.168  0.00
C  -2.318  -6.741  -2.809  0.00
C  -2.093  -5.804  -1.618  0.00
O  -1.691  -6.145  -0.504  0.00
C  -2.373  -4.350  -1.965  0.00
H  -1.509  -7.472  -2.835  0.00
H  -2.204  -6.208  -3.753  0.00
H  -3.303  -7.201  -2.728  0.00
H  -1.915  -4.147  -2.933  0.00
H  -1.949  -3.581  -1.320  0.00
H  -3.435  -4.105  -1.965  0.00
C  0.927  -1.546  4.376  0.00
C  1.882  -2.274  3.468  0.00
O  3.134  -2.239  3.521  0.00
C  1.289  -3.319  2.514  0.00
H  -0.099  -1.583  4.010  0.00
H  1.231  -0.500  4.413  0.00
H  1.065  -2.130  5.286  0.00
H  1.092  -2.878  1.537  0.00
H  0.442  -3.700  3.085  0.00
H  2.054  -4.077  2.344  0.00
C  -0.821  0.846  -0.188  0.00
Br  0.616  0.021  1.034  0.00
Br  -1.856  -0.614  -1.220  0.00
Br  -0.162  2.352  -1.301  0.00
H  -1.560  1.247  0.505  0.00

## Properties
Charge   +1
HOMO level (alpha / beta)   -0.4238 / -0.4238 Eh
Expectation value of S²   0.757
Lowest unoccupied orbital energy (alpha / beta)   -5.4 / -9.0 eV
Multiplicity   2

=====

[2]
Computed, not measured: C19H37F5N5O4PdS2Si4Te2 as an isolated structure, with ωB97M-V/def2-TZVPD.

Last column: Mulliken charge in e.
Positions of all 79 atoms, in Å:
Pd  -0.432  1.158  0.602  1.15
C  0.483  -4.163  2.120  -1.28
C  1.170  -3.501  0.983  1.05
N  1.756  -4.078  -0.008  -0.85
N  2.212  -3.036  -0.781  0.27
C  1.912  -1.825  -0.307  0.03
S  2.312  -0.312  -0.911  -0.23
N  1.252  -2.122  0.846  0.24
N  0.676  -1.164  1.655  -0.51
H  0.688  -5.229  2.093  0.37
H  -0.596  -4.008  2.045  0.25
H  0.825  -3.747  3.068  0.34
H  2.675  -3.222  -1.651  0.15
H  1.306  -0.877  2.391  0.25
H  -0.192  -1.508  2.041  0.18
O  1.484  3.993  2.611  -0.67
S  1.511  2.788  1.853  1.20
O  0.825  1.646  2.447  -0.75
N  0.840  2.960  0.345  -0.57
C  1.777  2.805  -0.612  0.67
O  1.437  2.750  -1.830  -0.62
C  3.149  2.604  -0.100  -0.07
C  4.301  2.406  -0.834  -0.48
C  5.439  1.995  -0.153  -0.53
C  5.413  1.779  1.222  -0.51
C  4.254  1.989  1.964  -0.71
C  3.140  2.416  1.280  0.56
H  4.298  2.545  -1.907  0.47
H  6.355  1.818  -0.702  0.42
H  6.303  1.424  1.724  0.43
H  4.225  1.808  3.032  0.51
F  -2.685  -2.414  0.432  -0.47
Te  -2.880  -0.661  -0.313  1.54
F  -3.026  -1.793  -1.855  -0.43
F  -3.128  1.658  0.421  -0.50
F  -1.915  -0.386  1.540  -0.80
F  -1.050  -0.936  -0.728  -0.47
O  -2.557  0.770  -2.037  -0.61
C  -0.103  1.881  -5.277  -1.15
Si  -0.858  3.094  -4.098  0.53
C  0.118  4.654  -3.945  -1.04
C  -2.608  3.444  -4.611  -1.03
Si  -3.837  1.823  -1.844  -0.25
Te  -0.535  1.678  -1.937  0.80
Si  -3.863  3.718  0.171  0.86
C  -5.089  3.190  1.429  -1.05
C  -2.206  4.127  0.844  -0.71
C  -4.469  5.058  -0.962  -1.16
Si  -5.605  0.070  -1.600  0.97
C  -5.972  -1.255  -0.316  -1.45
C  -7.097  1.236  -1.609  -1.26
C  -5.503  -0.652  -3.333  -1.25
H  0.082  2.345  -6.249  0.41
H  -0.767  1.024  -5.416  0.33
H  0.844  1.503  -4.882  0.35
H  0.156  5.148  -4.922  0.42
H  1.138  4.438  -3.628  0.26
H  -0.323  5.346  -3.223  0.33
H  -2.549  3.960  -5.577  0.44
H  -3.157  4.083  -3.915  0.24
H  -3.178  2.519  -4.766  0.32
H  -4.682  2.387  2.038  0.28
H  -6.032  2.854  0.989  0.23
H  -5.307  4.049  2.073  0.44
H  -1.910  3.386  1.578  0.11
H  -2.216  5.109  1.331  0.55
H  -1.451  4.160  0.062  0.01
H  -5.368  4.757  -1.509  0.34
H  -3.698  5.348  -1.681  0.25
H  -4.722  5.940  -0.356  0.48
H  -5.782  -0.897  0.702  0.38
H  -5.343  -2.136  -0.472  0.41
H  -7.018  -1.554  -0.388  0.45
H  -7.236  1.799  -0.678  0.30
H  -8.001  0.626  -1.756  0.40
H  -7.038  1.945  -2.445  0.32
H  -4.474  -0.793  -3.668  0.34
H  -6.019  0.007  -4.042  0.35
H  -5.988  -1.632  -3.365  0.37

## Properties
Charge   +1
HOMO level (alpha / beta)   -0.3777 / -0.3778 Eh
Lowest unoccupied orbital energy (alpha / beta)   -5.2 / -5.5 eV
Relative energy (zero: lowest compared OMol25 entry of this formula, charge and spin)   120.9 kcal per mole

=====

no.,DFT total energy (eV),molecular weight (g/mol)
1,-242702.687,601.2
2,-120773.780,1032.6